Record 1
ORCA calculation (the ωB97M-V functional and the def2-TZVPD basis) on a cluster of 2 separate species, C31H37ClNOSi in total.

Its total charge is +1. The calculation puts the LUMO energy at -5.6 eV. Its spin multiplicity is 1.

Positions of all 72 atoms, in Å:
Cl 4.12151 0.05663 2.07192
C 2.41792 0.03790 1.93692
C 1.71029 1.24440 1.84194
C 0.33034 1.22856 1.66260
C -0.39318 0.00581 1.60970
C -1.82855 0.00700 1.50843
C -2.68134 -1.20412 1.73310
C -4.14743 -0.66458 1.89853
C -3.97091 0.82011 1.80540
C -2.65758 1.15886 1.51558
C 0.34735 -1.20305 1.73486
C 1.72734 -1.18391 1.90473
H 2.24771 2.18619 1.89525
H -0.20629 2.17627 1.60328
H -2.63764 -1.90795 0.88598
H -2.36879 -1.74587 2.63845
H -4.79825 -1.06015 1.10004
H -4.56211 -1.00139 2.85865
H -4.79975 1.50885 1.96620
H -2.29072 2.17050 1.34077
H -0.17933 -2.16058 1.73239
H 2.28962 -2.10643 2.00393
C -1.33863 -3.09636 -6.69468
Si -1.67894 -3.63125 -4.94386
C -3.08910 -4.85089 -4.92979
C -0.19395 -4.32128 -4.06924
O -2.05680 -2.24205 -4.10403
C -3.11724 -1.88009 -3.24627
C -4.38876 -1.65288 -4.10805
C -4.28052 -1.40067 -5.48074
C -5.42708 -1.39755 -6.28287
C -6.69239 -1.48847 -5.69426
C -6.80498 -1.51724 -4.30048
C -5.65393 -1.57285 -3.50669
C -3.19062 -2.93108 -2.12650
C -4.29293 -3.76142 -1.91006
C -4.25030 -4.73571 -0.90108
C -3.09692 -4.91873 -0.14061
C -1.95342 -4.15909 -0.41955
C -2.00167 -3.19019 -1.42883
C -2.78041 -0.50096 -2.64897
C -2.42334 0.55606 -3.70777
C -1.60518 1.58139 -2.92456
C -1.03781 0.82896 -1.71446
N -1.70500 -0.45032 -1.72107
H -1.00167 -3.97103 -7.26924
H -2.23140 -2.69260 -7.18916
H -0.55133 -2.33229 -6.73038
H -2.89836 -5.57839 -5.73319
H -3.14313 -5.39759 -3.98007
H -4.06409 -4.38396 -5.11988
H 0.08107 -5.28970 -4.51021
H 0.65502 -3.63113 -4.16614
H -0.38946 -4.46882 -2.99911
H -3.30359 -1.23805 -5.94354
H -5.30584 -1.32263 -7.36454
H -7.58795 -1.52096 -6.32080
H -7.78554 -1.51143 -3.82150
H -5.72837 -1.58129 -2.41769
H -5.17585 -3.66899 -2.54170
H -5.14087 -5.34523 -0.73255
H -3.07504 -5.66930 0.65227
H -1.01919 -4.31238 0.12711
H -1.09516 -2.65721 -1.72264
H -3.70323 -0.18321 -2.11894
H -1.80381 0.07546 -4.47899
H -3.31992 0.96117 -4.18617
H -0.81135 2.01342 -3.53535
H -2.25368 2.39372 -2.57680
H 0.04736 0.68412 -1.80990
H -1.18882 1.36070 -0.76357
H -1.85442 -0.88100 -0.81486

Forces on atoms 1 to 2 (eV/Å):
-0.154 -0.015 0.061
-0.722 0.002 -0.137

---

Record 2
ORCA calculation (the ωB97M-V functional and the def2-TZVPD basis) on a structure of composition C11H21F7InN4O7S2.

As for the energy above the lowest of the compared OMol25 structures with the same formula, charge and spin: 1.549 eV. Its total charge is +1. The calculation puts the LUMO energy at -9.0 eV. Its spin multiplicity is 1.

Positions of all 53 atoms, in Å:
In -0.24497 0.14701 -0.33169
C -4.22019 -1.32201 2.37135
F -3.46560 -0.38931 2.91106
F -4.66073 -2.24208 3.20229
F -5.27120 -0.78872 1.78759
S -3.15511 -2.19781 1.00279
O -3.34481 -3.63755 0.98113
O -3.41812 -1.50759 -0.25134
N -1.52161 -1.79519 1.40089
S -1.13480 -2.63428 2.66639
O -0.31600 -1.87407 3.58289
O -2.11992 -3.48682 3.28809
C -0.00940 -3.97084 1.95197
F 0.46396 -4.76889 2.89747
F -0.62312 -4.69088 1.00246
F 1.01839 -3.39038 1.31672
F 1.01760 0.76699 -2.84300
C 3.56493 3.76200 0.03992
C 2.73643 2.71708 -0.67944
O 2.03868 1.90735 -0.05055
N 2.88721 2.57342 -2.00120
C 3.76570 3.35321 -2.90535
H 3.28356 4.77283 -0.25993
H 4.60984 3.75410 -0.27398
H 3.53217 3.57514 1.10912
H 2.32447 1.84354 -2.44340
H 4.52491 2.60586 -3.14637
H 4.37945 4.04488 -2.33489
H 3.14558 3.75221 -3.69959
C -1.78066 -3.60440 -3.46332
C -0.64318 -2.61969 -3.13017
O -0.68213 -2.06068 -2.02163
N 0.33631 -2.41178 -4.00276
C 0.56202 -3.20538 -5.19167
H -1.42469 -4.58224 -3.77411
H -2.43548 -3.14372 -4.20335
H -2.38028 -3.70219 -2.56014
H 0.98040 -1.68336 -3.71740
H 1.59671 -3.55751 -5.18195
H 0.20376 -2.73285 -6.10102
H 0.18569 -4.22621 -5.10882
C -0.45555 1.46633 4.27137
C -0.34126 2.38856 3.06797
O -0.21976 1.85891 1.96268
N -0.29767 3.72499 3.24112
C -0.23207 4.68681 2.15158
H 0.52758 1.07140 4.51410
H -1.14057 0.66341 3.99842
H -0.99812 1.86617 5.12977
H -0.50868 4.05652 4.16805
H -1.18413 4.98114 1.70510
H 0.40115 4.27365 1.36982
H 0.14331 5.61289 2.58496

Forces on atoms 1 to 2 (eV/Å):
1.148 -0.467 -0.654
-0.290 -1.302 -0.923

---

Record 3
ORCA calculation (the ωB97M-V functional and the def2-TZVPD basis) on the molecule C3H8S.

As for the energy above the lowest of the compared OMol25 structures with the same formula, charge and spin: 0.694 eV. Its SMILES is CCSC. The calculation puts the LUMO energy at 1.1 eV. Its spin multiplicity is 1.

Positions of all 12 atoms, in Å:
C 1.92574 0.36812 0.35981
C 0.39091 0.40115 0.15156
S -0.24964 -0.83421 -1.12184
C -1.95491 -0.63903 -0.57191
H 2.14388 1.20821 1.05031
H 2.49977 0.24063 -0.54233
H 2.17126 -0.45931 1.00521
H -0.09087 -0.05104 0.99318
H 0.03505 1.44672 0.12398
H -2.31388 -1.31986 0.21699
H -2.47017 -0.76371 -1.52228
H -2.08713 0.40234 -0.14268

Forces on atoms 1 to 2 (eV/Å):
-1.342 0.056 1.375
0.785 -0.842 -0.306

---

Record 4
ORCA calculation (the ωB97M-V functional and the def2-TZVPD basis) on a structure of composition C4H15N2O.

As for the energy above the lowest of the compared OMol25 structures with the same formula, charge and spin: 2.087 eV. Its total charge is +1. The calculation puts the LUMO energy at -2.8 eV. Its spin multiplicity is 1.

Positions of all 22 atoms, in Å:
C -0.76906 -1.86199 0.68191
C -0.44524 -0.60307 -0.17121
C 0.51534 -0.85416 -1.32458
C 0.75304 0.40548 -2.16738
N 1.41324 1.45268 -1.30208
N 0.27929 0.25577 0.82491
H 0.09678 -2.51933 0.54570
H -1.61714 -2.40750 0.19828
H -0.91702 -1.54435 1.69777
H -1.33057 -0.10434 -0.62785
H 0.10955 -1.63645 -1.97551
H 1.39712 -1.39423 -0.92714
H 1.56171 0.01889 -2.94316
H -0.22848 0.84020 -2.50920
H 2.39733 1.34476 -1.11393
H 0.82108 -0.14351 1.49949
H 1.28929 2.37311 -1.52472
H -0.19996 0.99453 1.25676
H 0.79618 1.15269 -0.17188
H -1.89546 2.23443 3.53005
H -1.94456 0.61335 3.60500
O -2.08246 1.38305 2.91876

Forces on atoms 1 to 2 (eV/Å):
-0.515 -0.361 -2.872
0.082 -0.778 1.432

---

Q: What is the spin multiplicity in the fourth record?
A: 1

---

Q: Number 1 is which compound?
A: C31H37ClNOSi